A structure of composition C30H24BrCrF6N4PS2. Source: the OMol25 dataset; level of theory: ωB97M-V/def2-TZVPD.

Spin multiplicity: 6
Energy above the lowest of the compared OMol25 structures with the same formula, charge and spin, kJ/mol: 3.4
Calculated total energy, eV: -183198.2935
E_LUMO (alpha / beta), eV: 2.17 / 0.48
Total charge: -1
Molar mass, Da: 781.5
Highest occupied orbital energy (alpha / beta), eV: -3.06 / -5.78

Each line ends with the Mulliken spin population.
Cartesian coordinates (Å):
Cr 0.369983 0.002312 -0.961948  3.243
C 3.267588 -0.669162 -0.315024  0.017
N 2.216153 0.223416 0.213294  -0.074
C 2.073930 -0.039871 1.655377  0.034
C 2.639573 1.631152 0.022082  -0.009
C 2.365600 2.078091 -1.386062  -0.019
C 3.132034 3.065895 -1.994792  -0.023
C 2.813911 3.485515 -3.278117  0.028
C 1.739203 2.907557 -3.942420  -0.021
C 0.982804 1.917504 -3.326365  0.026
C 1.275891 1.485060 -2.032590  -0.164
H 4.191675 -0.519975 0.255976  0.005
H 3.446288 -0.448685 -1.363590  -0.002
H 2.953269 -1.706385 -0.225194  -0.003
H 3.010805 0.206775 2.169425  0.002
H 1.852126 -1.091371 1.817868  -0.009
H 1.272596 0.570034 2.067124  -0.014
H 3.698705 1.732463 0.292255  0.004
H 2.068431 2.241069 0.728220  0.002
H 3.978059 3.501593 -1.471984  0.000
H 3.406935 4.252654 -3.761572  0.002
H 1.493361 3.226946 -4.948616  -0.001
H 0.149913 1.471976 -3.857090  -0.002
S -0.979771 -5.722538 -0.749411  0.018
C -1.926068 -7.138672 -0.696179  0.114
C -2.984232 -7.015900 0.158913  -0.052
C -3.025063 -5.754704 0.788430  0.144
C -1.992335 -4.923122 0.402127  -0.046
C -1.717304 -3.580973 0.837180  0.223
C -0.484482 -2.884527 0.314751  -0.119
N -0.444636 -1.434698 0.435259  0.381
C -1.285927 -0.837508 1.270172  0.242
C -2.251395 -1.575585 2.073980  0.200
C -3.030718 -0.849860 3.013673  -0.162
C -2.949931 0.501217 3.113330  0.240
C -2.104925 1.280652 2.232993  -0.087
C -2.067030 2.654795 2.239130  0.277
C -1.252255 3.344418 1.287517  0.047
C -0.540033 2.580962 0.391376  0.059
N -0.515812 1.240163 0.395928  0.086
C -1.296377 0.570838 1.310497  0.159
C -1.201381 4.800804 1.247926  -0.060
C -2.046934 5.695387 1.850108  0.068
C -1.702517 7.051573 1.600721  -0.019
C -0.597928 7.176096 0.819245  0.036
S 0.038110 5.643670 0.385145  0.013
C -2.466960 -2.921828 1.785996  -0.015
H -1.662437 -7.986281 -1.307217  0.008
H -3.710130 -7.798748 0.325001  -0.001
H -3.789218 -5.461222 1.493098  0.010
H -0.255061 -3.146383 -0.718967  0.044
H -3.720143 -1.402682 3.641472  0.001
H -3.561227 1.034455 3.831670  0.001
H -2.659872 3.204980 2.958470  0.031
H 0.040408 3.046691 -0.397513  0.003
H -2.905159 5.393583 2.432589  0.013
H -2.260047 7.895435 1.981887  -0.001
H -0.125367 8.079227 0.469760  0.003
H -3.279647 -3.433961 2.287451  0.013
N 1.504294 -3.575782 1.892100  0.009
C 0.645700 -3.364637 1.157242  0.089
F 1.269369 -1.428526 -2.124074  0.012
P 1.709202 -2.861727 -2.994369  0.002
F 0.177423 -3.327693 -2.876099  0.003
F 2.121802 -4.191490 -3.766146  0.000
F 3.212691 -2.301862 -3.015259  0.000
F 2.001893 -3.538689 -1.552210  0.000
F 1.384094 -2.074101 -4.338429  0.001
Br -1.711498 -0.185811 -2.245524  -0.003

Forces on atoms 1 to 6 (eV/Å):
0.034 -0.088 -0.028
0.001 0.007 -0.024
0.023 -0.016 0.025
0.023 -0.019 -0.018
-0.013 -0.001 0.028
0.003 0.009 -0.001


The molecule C4H5NO2. Source: the OMol25 dataset; level of theory: ωB97M-V/def2-TZVPD.

Spin multiplicity: 1
Energy above the lowest of the compared OMol25 structures with the same formula, charge and spin, kJ/mol: 231.3
Calculated total energy, eV: -9811.9177
SMILES: O=C=N[C@@H]1C[C@@H]1O
E_LUMO, eV: 0.62
Total charge: 0
Molar mass, Da: 99.1
Highest occupied orbital energy, eV: -9.77

Each line ends with the Löwdin charge.
Cartesian coordinates (Å):
O -0.098706 3.011800 -0.542859  0.179
C -0.390187 1.983281 -0.092241  -0.346
N -0.716355 1.198946 0.740026  0.187
C -0.692446 -0.194577 0.649205  -0.270
C 0.590779 -0.854825 0.705752  -0.066
C -0.132185 -0.900118 -0.572102  -0.278
O 0.224227 -0.137988 -1.733383  -0.029
H -1.460909 -0.597175 1.169649  0.109
H 1.427083 -0.174894 0.711651  0.128
H 0.659849 -1.793405 1.130670  0.094
H -0.404620 -1.944821 -0.856669  0.159
H 0.993468 0.403775 -1.309698  0.132

Forces on atoms 1 to 6 (eV/Å):
0.373 0.386 -1.443
0.252 2.904 0.324
-0.524 -1.728 0.370
-0.013 0.123 -0.991
1.976 0.998 -0.878
-0.851 -0.993 -1.679


A cluster of 2 separate species, C4H7NO2S in total. Source: the OMol25 dataset; level of theory: ωB97M-V/def2-TZVPD.

Spin multiplicity: 1
Energy above the lowest of the compared OMol25 structures with the same formula, charge and spin, kJ/mol: 301.1
Calculated total energy, eV: -20679.6160
SMILES: C=C/N=C/O.OC=S
E_LUMO, eV: 0.05
Total charge: 0
Molar mass, Da: 133.2
Highest occupied orbital energy, eV: -8.98

Each line ends with the Löwdin charge.
Cartesian coordinates (Å):
C -2.183002 1.148343 -0.382514  0.001
C -1.647030 -0.049197 -0.649497  -0.297
N -1.108024 -0.849319 0.296303  0.055
C -0.025245 -1.452410 0.015608  -0.310
O 0.631634 -2.252461 0.830961  0.092
H -2.321273 1.675406 0.603868  0.079
H -2.666245 1.587226 -1.225937  0.029
H -1.611506 -0.494245 -1.685443  0.126
H 0.633547 -1.394645 -0.948419  0.166
H 0.154575 -2.359426 1.583165  0.059
O 1.627030 0.723022 1.280585  -0.058
C 1.838790 1.067725 0.012458  -0.786
S 3.183177 0.681789 -0.860598  0.626
H 2.330311 0.062182 1.528511  0.119
H 1.163255 1.906011 -0.399052  0.098

Forces on atoms 1 to 6 (eV/Å):
-0.464 -0.162 0.301
-0.775 1.039 -1.477
2.138 -1.865 1.419
0.646 0.731 -2.211
2.368 -0.098 -2.743
0.467 -1.087 -1.084


The molecule C4H9N. Source: the OMol25 dataset; level of theory: ωB97M-V/def2-TZVPD.

Spin multiplicity: 1
Energy above the lowest of the compared OMol25 structures with the same formula, charge and spin, kJ/mol: 119.5
Calculated total energy, eV: -5782.5733
SMILES: C[C@H]1CN1C
E_LUMO, eV: 1.19
Total charge: 0
Molar mass, Da: 71.1
Highest occupied orbital energy, eV: -8.88

Each line ends with the Löwdin charge.
Cartesian coordinates (Å):
C -1.499532 0.393077 -0.611414  -0.066
C -0.575883 0.519823 0.580385  -0.327
C 0.092229 -0.675051 1.169939  -0.138
N 0.877089 0.381277 0.574801  -0.142
C 1.601661 -0.065634 -0.596230  -0.114
H -2.523526 0.240294 -0.244715  0.078
H -1.509451 1.306877 -1.217484  0.074
H -1.235591 -0.454802 -1.249969  0.070
H -0.875276 1.330359 1.247924  0.128
H 0.076966 -1.574410 0.535848  0.102
H 0.216350 -0.856316 2.235814  0.099
H 2.633204 -0.273569 -0.288285  0.081
H 1.175866 -1.009388 -0.991178  0.073
H 1.631304 0.716009 -1.359793  0.081

Forces on atoms 1 to 6 (eV/Å):
0.119 -0.042 -0.063
-0.151 0.035 0.059
0.021 -0.248 0.206
0.185 0.070 0.008
0.032 -0.051 -0.214
0.232 -0.033 -0.098


Q: The lowest energy above the lowest of the compared OMol25 structures with the same formula, charge and spin belongs to which entry?
A: C30H24BrCrF6N4PS2